# C4H8ORu

C4H8ORu as an isolated structure (the ωB97M-V functional and the def2-TZVPD basis, the OMol25 dataset).

CARTESIAN COORDINATES (ANGSTROEM)
H: 1.192 1.301 -0.042
C: 0.168 1.264 0.651
C: -0.552 0.100 1.447
C: 0.122 -0.541 0.364
H: 0.231 2.155 1.278
H: -0.344 1.262 -0.315
H: -1.639 0.161 1.366
H: -0.151 -0.031 2.451
H: 1.196 -0.720 0.490
C: -0.425 -1.040 -0.934
O: 0.262 -0.474 -1.974
Ru: 1.835 -0.523 -3.045
H: -1.499 -0.771 -0.977
H: -0.395 -2.143 -0.761

Its spin multiplicity is 6. Its charge is +1. The energy relative to the best compared isomer or geometry (same formula, charge and spin) is 1.1 kcal per mole. Its HOMO-LUMO gap (alpha / beta) is 5.553 / 8.402 eV.

Results of the Mulliken charge analysis, in e, for atoms 1 through 8:
1. H 0.355
2. C -0.983
3. C -0.249
4. C -0.102
5. H 0.431
6. H 0.353
7. H 0.255
8. H 0.309

=====

# C31H26BeClN2O5S

C31H26BeClN2O5S as an isolated structure (the ωB97M-V functional and the def2-TZVPD basis, the OMol25 dataset).

CARTESIAN COORDINATES (ANGSTROEM)
Be: -0.667 0.020 -0.701
Cl: 6.022 -1.483 -0.765
C: 4.375 -1.028 -0.473
C: 3.998 -0.605 0.818
C: 2.708 -0.247 1.097
C: 1.714 -0.294 0.092
O: 0.495 0.041 0.364
C: 2.110 -0.714 -1.206
C: 1.168 -0.730 -2.263
O: -0.045 -0.446 -2.151
C: 3.449 -1.078 -1.471
H: 4.753 -0.567 1.592
H: 2.416 0.081 2.086
H: 1.519 -1.015 -3.260
H: 3.731 -1.395 -2.468
O: 2.433 4.598 2.714
C: 3.342 4.118 1.746
C: 2.579 3.533 0.592
C: 3.250 3.102 -0.547
C: 2.525 2.539 -1.580
N: 1.201 2.382 -1.552
C: 0.566 2.821 -0.469
C: 1.200 3.402 0.622
C: -0.922 2.737 -0.510
C: -1.660 3.899 -0.345
C: -3.039 3.870 -0.468
C: -3.871 5.114 -0.281
O: -3.115 6.301 -0.261
C: -3.638 2.649 -0.757
C: -2.850 1.528 -0.872
N: -1.513 1.553 -0.747
H: 2.925 4.949 3.462
H: 3.992 3.340 2.165
H: 3.988 4.920 1.372
H: 4.325 3.198 -0.632
H: 3.029 2.195 -2.476
H: 0.636 3.738 1.480
H: -1.150 4.830 -0.143
H: -4.367 5.046 0.690
H: -4.660 5.141 -1.039
H: -2.942 6.588 -1.163
H: -4.709 2.565 -0.882
H: -3.285 0.557 -1.058
O: -1.831 -1.094 -0.319
S: -1.833 -2.523 -0.891
C: -2.873 -3.386 0.254
C: -3.212 -2.823 1.475
C: -4.008 -3.555 2.341
C: -4.448 -4.823 1.982
C: -4.107 -5.367 0.752
C: -3.317 -4.643 -0.128
C: -0.242 -3.214 -0.517
C: 0.308 -3.118 0.754
C: 1.579 -3.626 0.965
C: 2.274 -4.229 -0.078
C: 1.707 -4.329 -1.339
C: 0.439 -3.811 -1.568
H: -2.874 -1.827 1.729
H: -4.289 -3.135 3.297
H: -5.070 -5.388 2.665
H: -4.463 -6.348 0.472
H: -3.055 -5.049 -1.097
H: -0.233 -2.627 1.553
H: 2.029 -3.552 1.946
H: 3.267 -4.623 0.097
H: 2.251 -4.801 -2.146
H: -0.012 -3.863 -2.552

Its charge is +1. Its HOMO-LUMO gap is 7.836 eV.

Results of the Mulliken charge analysis, in e, for atoms 1 through 8:
1. Be -0.630
2. Cl -0.222
3. C -0.174
4. C -0.615
5. C -1.050
6. C 2.063
7. O -0.873
8. C 1.727

=====

# C19H60N8O11

A 11-piece molecular cluster, C19H60N8O11 overall (the ωB97M-V functional and the def2-TZVPD basis, the OMol25 dataset).

CARTESIAN COORDINATES (ANGSTROEM)
N: -24.343 9.420 -2.604
C: -24.763 10.392 -1.833
N: -23.879 11.339 -1.846
O: -25.958 10.298 -1.090
H: -24.970 8.626 -2.750
H: -23.363 9.257 -2.811
H: -23.967 12.169 -1.262
H: -22.967 11.195 -2.220
N: -22.328 8.261 -8.690
C: -22.934 9.266 -8.090
N: -22.507 10.488 -8.268
O: -24.172 8.971 -7.482
H: -22.769 7.309 -8.583
H: -21.440 8.401 -9.177
H: -23.030 11.175 -7.694
H: -21.679 10.781 -8.838
N: -23.804 12.471 -4.325
C: -24.026 11.780 -5.438
N: -24.314 10.514 -5.218
O: -23.872 12.362 -6.717
H: -23.736 13.486 -4.467
H: -23.920 11.984 -3.391
H: -24.672 9.968 -5.975
H: -24.403 10.167 -4.265
N: -21.928 14.790 -1.954
C: -21.314 15.831 -1.528
N: -20.038 15.771 -1.389
O: -22.086 16.948 -1.247
H: -22.755 14.915 -2.509
H: -21.393 14.063 -2.421
H: -19.403 16.580 -1.233
H: -19.481 14.874 -1.566
C: -27.083 6.979 -5.882
C: -26.445 7.933 -4.852
C: -27.492 8.948 -4.240
O: -25.800 7.397 -3.913
H: -27.941 6.515 -5.545
H: -26.288 6.206 -6.165
H: -27.317 7.573 -6.736
H: -25.663 8.455 -5.423
H: -26.935 9.745 -3.777
H: -28.142 8.581 -3.445
H: -28.143 9.500 -4.996
H: -25.041 6.848 -4.209
C: -22.328 7.763 -4.903
C: -23.137 6.599 -5.486
C: -22.207 5.840 -6.331
O: -23.653 5.807 -4.647
H: -22.007 8.506 -5.587
H: -21.440 7.318 -4.427
H: -22.984 8.238 -4.144
H: -23.969 6.975 -6.108
H: -22.709 4.932 -6.673
H: -21.308 5.515 -5.792
H: -21.740 6.493 -7.101
H: -24.045 5.090 -5.116
C: -25.107 14.520 -1.794
C: -24.725 14.271 -0.293
C: -25.814 13.479 0.512
O: -23.660 13.619 -0.173
H: -25.064 15.610 -2.028
H: -26.165 14.252 -2.118
H: -24.561 13.909 -2.511
H: -24.717 15.262 0.233
H: -26.123 12.490 0.171
H: -26.734 14.076 0.455
H: -25.491 13.512 1.522
H: -22.945 13.971 -0.695
C: -20.466 11.202 -5.326
C: -20.442 12.247 -4.241
C: -20.549 13.586 -4.927
O: -21.359 12.247 -3.392
H: -20.600 10.208 -4.945
H: -19.518 11.294 -5.868
H: -21.214 11.475 -6.049
H: -19.511 12.116 -3.747
H: -20.571 14.440 -4.263
H: -21.413 13.684 -5.648
H: -19.706 13.706 -5.616
H: -22.228 12.256 -3.905
C: -20.726 9.423 -1.586
O: -21.487 9.540 -2.765
H: -21.357 9.584 -0.690
H: -19.895 10.100 -1.684
H: -20.215 8.460 -1.609
H: -21.415 10.390 -3.261
C: -22.628 13.613 -9.304
O: -21.561 13.152 -8.460
H: -22.381 14.332 -10.108
H: -23.452 13.988 -8.722
H: -22.982 12.843 -9.872
H: -21.216 13.860 -7.931
C: -23.998 15.376 -5.560
O: -23.293 15.366 -4.328
H: -23.393 14.876 -6.381
H: -24.010 16.432 -5.821
H: -24.985 14.997 -5.572
H: -22.714 16.117 -4.380

Its charge is 0. The energy relative to the best compared isomer or geometry (same formula, charge and spin) is 221.3 kcal per mole. The SMILES is NC(N)=O.NC(N)=O.NC(N)=O.NC(N)=O.CC(C)O.CC(C)O.CC(C)O.CC(C)O.CO.CO.CO. Its HOMO-LUMO gap is 9.056 eV.

Results of the Mulliken charge analysis, in e, for atoms 1 through 8:
1. N 0.062
2. C 0.208
3. N -0.249
4. O -0.770
5. H 0.187
6. H 0.010
7. H 0.031
8. H 0.001

=====

# C8H16IN3

An isolated ion of composition C8H16IN3 and charge +2 (the ωB97M-V functional and the def2-TZVPD basis, the OMol25 dataset).

CARTESIAN COORDINATES (ANGSTROEM)
C: 0.880 2.449 0.336
C: 0.041 3.456 0.170
C: 0.235 1.119 0.006
C: 1.135 0.002 -0.278
C: -1.548 1.650 -0.077
C: 0.345 -1.828 -2.009
C: 0.560 -2.959 1.376
C: 0.516 -1.341 -0.533
N: -2.441 1.204 0.880
N: -1.359 3.112 0.027
N: 1.280 -2.412 0.234
I: 3.286 0.216 -0.096
H: 1.970 2.681 0.428
H: 0.355 4.469 0.363
H: -1.855 1.350 -1.043
H: -0.079 -1.139 -2.864
H: 1.284 -2.076 -2.382
H: -0.233 -2.749 -2.009
H: 0.094 -2.125 2.042
H: -0.234 -3.633 0.978
H: 1.314 -3.540 2.004
H: -0.491 -1.367 -0.207
H: -2.020 1.118 1.857
H: -2.961 0.358 0.583
H: -1.831 3.381 0.997
H: -1.959 3.659 -0.656
H: 2.136 -1.880 0.405
H: 1.579 -3.174 -0.534

Its spin multiplicity is 3. Its charge is +2. The energy relative to the best compared isomer or geometry (same formula, charge and spin) is 0.0 kcal per mole. Its HOMO-LUMO gap (alpha / beta) is 6.635 / 7.453 eV.

Results of the Mulliken charge analysis, in e, for atoms 1 through 8:
1. C -0.617
2. C -0.702
3. C 0.845
4. C -0.783
5. C -0.443
6. C -1.565
7. C -0.728
8. C 0.505

=====

# C5H11NO2

One molecule with the formula C5H11NO2 (the ωB97M-V functional and the def2-TZVPD basis, the OMol25 dataset).

CARTESIAN COORDINATES (ANGSTROEM)
C: 1.125 -0.627 1.198
C: 0.098 0.446 0.767
C: 0.816 1.795 0.555
C: -0.588 0.073 -0.561
N: 0.294 -0.126 -1.712
C: -1.400 -1.263 -0.537
O: -1.052 -2.301 -0.033
O: -2.582 -1.120 -1.141
H: 1.795 -0.976 0.416
H: 1.639 -0.391 2.127
H: 0.550 -1.525 1.435
H: -0.642 0.438 1.569
H: 0.527 2.519 1.306
H: 1.878 1.578 0.466
H: 0.577 2.232 -0.422
H: -1.368 0.805 -0.754
H: 1.223 -0.442 -1.488
H: 0.345 0.701 -2.278
H: -3.235 -1.815 -0.913

Its charge is 0. The energy relative to the best compared isomer or geometry (same formula, charge and spin) is 17.9 kcal per mole. The SMILES is CC(C)[C@@H](N)C(=O)O. Its HOMO-LUMO gap is 10.119 eV.

Results of the Mulliken charge analysis, in e, for atoms 1 through 8:
1. C -1.591
2. C 0.587
3. C -1.405
4. C 0.024
5. N -0.613
6. C 0.190
7. O -0.569
8. O -0.468

=====

# C2H2O

One molecule with the formula C2H2O (the ωB97M-V functional and the def2-TZVPD basis, the OMol25 dataset).

CARTESIAN COORDINATES (ANGSTROEM)
C: -1.089 0.270 -0.016
C: 0.097 0.028 -0.072
O: 1.413 0.049 -0.006
H: -2.115 0.525 0.138
H: 1.695 -0.871 -0.044

Its charge is 0. The energy relative to the best compared isomer or geometry (same formula, charge and spin) is 32.6 kcal per mole. The SMILES is C#CO. Its HOMO-LUMO gap is 10.180 eV.

Charge distribution, Mulliken scheme, values in e:
1. C -0.372
2. C 0.121
3. O -0.473
4. H 0.378
5. H 0.346

=====

no.,maximum force (eV/A)
1,4.72
2,0.17
3,10.51
4,6.70
5,1.85
6,1.96